Entry 1:
57
Properties=species:S:1:pos:R:3:lowdin_charge:R:1 method="wB97M-V/def2-TZVPD" e_lumo_ha=-0.0609 homo_energy_ev=-5.90 multiplicity=1 de_lowest_ev=1.643
Zr 0.66 0.38 -0.83 1.2433
C -3.20 -2.16 -0.61 -0.0001
C -2.26 -1.00 -0.67 -0.2643
N -1.11 -1.02 -0.12 -0.1432
N -0.74 -2.17 0.57 -0.0120
C 0.21 -2.79 -0.07 -0.8709
N 0.76 -3.90 0.51 0.0916
S 0.79 -2.25 -1.62 0.5839
C -2.62 0.24 -1.36 -0.2162
C -3.93 0.53 -1.69 0.0034
C -4.22 1.75 -2.29 -0.0284
C -3.19 2.63 -2.53 -0.0191
C -1.90 2.26 -2.18 -0.2261
N -1.61 1.09 -1.61 -0.0183
H -2.63 -3.09 -0.63 0.0815
H -3.89 -2.15 -1.45 0.0821
H -3.77 -2.14 0.32 0.1038
H 0.24 -4.32 1.26 0.0983
H 1.30 -4.50 -0.09 0.0868
H -4.72 -0.17 -1.48 0.1118
H -5.24 2.00 -2.56 0.1165
H -3.34 3.59 -3.01 0.1142
H -1.09 2.93 -2.41 -0.1396
Br 5.99 -4.57 0.59 0.7337
C 4.96 -3.06 0.11 -0.6883
C 5.17 -2.45 -1.13 -0.0864
C 4.43 -1.35 -1.51 0.0198
C 3.44 -0.83 -0.65 -0.3844
O 2.72 0.20 -1.01 -0.3931
C 3.24 -1.46 0.60 -0.1646
C 2.25 -1.00 1.52 -0.0452
N 1.38 -0.07 1.26 -0.0312
C 0.45 0.38 2.22 -0.2130
C 0.10 -0.26 3.38 -0.0004
C -0.83 0.31 4.26 -0.0530
C -1.41 1.51 3.99 -0.0223
C -1.10 2.18 2.79 -0.1438
C -1.63 3.45 2.43 0.0181
C -1.26 4.03 1.25 -0.0104
C -0.42 3.33 0.37 -0.1223
N 0.08 2.14 0.66 -0.0026
C -0.20 1.60 1.88 -0.1630
C 4.02 -2.57 0.98 -0.0877
H 5.90 -2.86 -1.81 0.1097
H 4.57 -0.88 -2.47 0.1348
H 2.26 -1.45 2.51 0.1344
H 0.54 -1.22 3.63 0.1112
H -1.08 -0.22 5.17 0.1116
H -2.12 1.96 4.68 0.1183
H -2.31 3.94 3.11 0.1252
H -1.63 5.00 0.96 0.1190
H -0.16 3.75 -0.60 0.0248
H 3.86 -3.04 1.94 0.1118
Te 0.81 0.28 -3.83 -0.0243
Te 1.54 0.15 -6.36 -0.1349
Te 0.26 4.63 -3.68 -0.0292
Te 1.70 2.67 -2.63 0.1485

=====

Entry 2:
14
Properties=species:S:1:pos:R:3:lowdin_charge:R:1 method="wB97M-V/def2-TZVPD" e_lumo_ha=0.0289 homo_energy_ev=-8.19 multiplicity=1 de_lowest_ev=0.357 smiles="C[Se]CC(C)=O"
C 2.88 -0.59 0.83 -0.4924
Se 1.82 0.47 -0.34 0.9248
C 0.59 1.27 1.00 -0.3994
C -0.62 1.85 0.17 -0.5279
C -1.91 1.94 0.83 -0.0490
O -0.56 1.98 -1.06 0.0091
H 3.06 -1.62 0.62 -0.0001
H 3.91 -0.09 0.96 0.0408
H 2.43 -0.47 1.88 0.0351
H 1.08 2.11 1.65 0.1152
H 0.54 0.46 1.71 0.0341
H -2.04 2.70 1.65 0.1046
H -2.27 0.94 1.25 0.1165
H -2.59 2.22 0.01 0.0885

=====

Entry 3:
17
Properties=species:S:1:pos:R:3:lowdin_charge:R:1 method="wB97M-V/def2-TZVPD" e_lumo_ha=-0.1607 homo_energy_ev=-14.47 multiplicity=1 de_lowest_ev=1.938 charge=+1
C -1.94 -0.69 -0.44 -0.0576
C -0.89 -0.90 0.64 -0.2103
C 1.49 -0.37 0.57 -0.3782
N 0.43 -0.89 0.06 -0.0136
O 0.39 1.96 0.03 -0.0419
P 3.14 -0.52 -0.10 0.9267
H -1.93 -1.49 -1.17 0.0844
H -2.93 -0.68 0.02 0.0912
H -1.79 0.25 -0.95 0.0733
H -1.04 -1.87 1.13 0.1369
H -0.95 -0.11 1.39 0.1274
H 1.39 0.05 1.57 0.1116
H 0.60 2.68 0.62 0.0626
H 0.48 -1.30 -0.87 0.1660
H -0.07 2.38 -0.71 0.0653
H 3.53 0.77 0.23 -0.0724
H 2.81 -0.30 -1.43 -0.0715

=====

Entry 4:
17
Properties=species:S:1:pos:R:3:lowdin_charge:R:1 method="wB97M-V/def2-TZVPD" e_lumo_ha=0.0243 homo_energy_ev=-8.68 multiplicity=1 de_lowest_ev=0.750 smiles="C=C(C)N.O.O"
C -0.92 -1.47 1.84 0.0122
C -0.80 -1.13 0.55 -0.4671
C -1.43 0.17 0.09 -0.0602
N 0.10 -1.87 -0.28 0.0632
H -0.36 -2.27 2.31 0.0543
H -1.62 -0.93 2.46 0.0535
H -0.89 0.56 -0.77 0.0624
H -1.44 0.88 0.91 0.0802
H -2.46 0.08 -0.24 0.0803
H 0.16 -1.43 -1.18 0.0815
H -0.11 -2.83 -0.11 0.0830
O 1.44 3.32 -1.90 -0.0615
H 0.61 2.87 -1.68 0.0242
H 2.01 3.03 -1.19 0.0077
O 1.92 0.69 -0.11 -0.0600
H 1.33 -0.04 0.15 0.0034
H 2.45 0.39 -0.85 0.0430

=====

Entry 5:
44
Properties=species:S:1:pos:R:3:lowdin_charge:R:1 method="wB97M-V/def2-TZVPD" e_lumo_ha=0.0020 homo_energy_ev=-8.51 multiplicity=1 de_lowest_ev=12.473
C 3.54 -1.33 0.20 -0.0878
C 2.40 -0.35 0.63 -0.2392
C 1.95 -0.82 1.95 -0.3411
C 0.86 0.02 2.59 -0.1934
C 1.38 1.59 3.00 -0.1449
H 1.46 1.47 4.18 0.1539
C 0.15 2.38 2.83 -0.0384
N 0.07 2.41 1.10 0.1044
C -1.08 2.12 0.52 -0.3505
O -2.29 2.10 1.10 -0.0890
C -1.01 1.75 -1.03 -0.4614
O 0.23 1.78 -1.53 -0.0518
N -2.06 2.01 -1.53 0.1057
H -3.05 1.78 -1.01 0.2236
C -2.20 1.41 -2.99 0.0058
H -3.01 1.96 -3.35 0.0933
H -1.33 1.52 -3.25 0.0084
C -2.86 -0.09 -2.85 -0.1496
C -1.99 -0.99 -2.33 -0.2958
C -2.22 -1.30 -0.76 0.0696
C -1.22 -2.04 -0.13 -0.1842
C -0.31 -2.86 -0.65 -0.7337
C -0.07 -2.56 -2.11 -0.0714
C -0.94 -1.74 -2.69 -0.1248
H -0.53 -1.48 -4.10 0.2147
H 0.77 -2.89 -2.62 0.0796
Cl 0.78 -3.63 0.26 0.8349
H -1.53 -2.30 0.82 0.0819
H -2.99 -0.79 -0.19 0.1051
H -3.91 -0.07 -2.47 0.1289
H -2.90 -0.46 -4.10 0.1942
H 0.91 2.42 0.53 0.1151
H -0.83 2.13 3.04 0.0691
H 0.52 3.49 3.01 0.1455
H 2.21 1.70 2.55 0.0153
H 0.33 -0.68 3.34 0.1309
H 0.22 0.05 1.70 0.0742
H 1.58 -2.02 2.22 0.1355
H 2.89 -0.81 2.78 0.1514
H 1.63 -0.70 0.04 0.0739
H 2.69 0.64 0.81 0.0946
H 3.84 -1.23 -0.66 -0.0483
H 3.37 -2.40 0.22 0.0473
H 4.54 -1.20 0.96 0.1486

=====

Entry 6:
45
Properties=species:S:1:pos:R:3:lowdin_charge:R:1 method="wB97M-V/def2-TZVPD" e_lumo_ha=0.1164 homo_energy_ev=-2.65 multiplicity=1 charge=-2
Ba 16.83 -16.10 -15.57 2.1213
N 18.48 -17.67 -18.56 -0.6148
O 17.70 -17.67 -19.55 -0.0924
O 18.52 -16.61 -17.85 -0.2190
O 19.20 -18.61 -18.32 0.0216
N 16.43 -16.18 -12.13 -0.6165
O 16.46 -17.35 -12.51 -0.0246
O 16.05 -15.85 -10.99 -0.0569
O 16.84 -15.28 -12.93 -0.2430
C 14.95 -20.56 -17.01 -0.6359
F 14.65 -21.85 -16.90 0.1134
F 15.05 -20.29 -18.33 0.0979
F 13.89 -19.84 -16.56 0.0694
S 16.54 -20.16 -16.11 0.4808
O 17.48 -20.84 -16.97 -0.2877
O 16.56 -18.70 -16.04 -0.4837
O 16.31 -20.81 -14.83 -0.3068
C 21.04 -17.41 -13.15 -0.6416
F 21.83 -18.30 -12.51 0.0892
F 20.49 -16.62 -12.20 0.0945
F 21.83 -16.63 -13.89 0.1036
S 19.67 -18.36 -14.07 0.4716
O 18.99 -19.02 -12.98 -0.2923
O 18.91 -17.28 -14.71 -0.5663
O 20.40 -19.19 -14.99 -0.2932
C 15.52 -13.05 -17.09 -0.2108
C 14.59 -13.68 -16.01 -0.2488
O 15.39 -13.83 -14.86 -0.1912
O 16.55 -13.96 -17.46 -0.1614
H 15.93 -12.15 -16.63 0.1169
H 14.95 -12.79 -17.99 0.1150
H 14.24 -14.69 -16.24 0.0768
H 13.72 -13.05 -15.82 0.1255
H 15.51 -13.02 -14.36 0.1054
H 17.37 -13.49 -17.63 0.0981
C 13.16 -17.10 -16.27 -0.2168
C 13.76 -17.29 -17.66 -0.2131
O 15.08 -16.76 -17.83 -0.1469
O 14.14 -16.90 -15.23 -0.1690
H 12.42 -17.87 -16.04 0.1180
H 12.59 -16.15 -16.25 0.1025
H 13.08 -16.98 -18.46 0.1211
H 13.90 -18.37 -17.82 0.0873
H 15.25 -16.73 -18.78 0.0936
H 13.72 -17.08 -14.39 0.1091

=====

Entry 7:
62
Properties=species:S:1:pos:R:3:mulliken_spin:R:1 method="wB97M-V/def2-TZVPD" e_lumo_ha="-0.0010 / -0.0218" homo_energy_ev="-7.56 / -7.68" multiplicity=3 de_lowest_ev=0.311
Ti -0.08 0.32 -0.03 1.0057
C -1.07 -2.45 -0.73 0.0491
N -1.46 -1.26 0.05 -0.0331
C -1.65 -1.63 1.47 0.0001
C -0.30 -1.52 2.18 0.0308
N 0.30 -0.24 1.85 -0.0213
C 0.57 0.66 2.83 0.0121
C 1.63 1.57 2.63 -0.0105
F 2.28 1.49 1.44 -0.0008
C 2.11 2.44 3.58 0.0020
F 3.16 3.21 3.31 0.0000
C 1.51 2.49 4.83 -0.0015
F 1.99 3.29 5.78 -0.0001
C 0.43 1.66 5.07 0.0007
F -0.19 1.72 6.25 0.0000
C -0.03 0.78 4.10 -0.0033
F -1.12 0.05 4.40 0.0002
C -2.69 -0.67 -0.51 -0.0083
C -2.97 0.72 0.09 0.0112
N -1.70 1.42 0.19 0.0076
C -1.62 2.73 -0.13 -0.0337
C -2.67 3.68 -0.22 0.0050
F -3.92 3.34 0.14 -0.0006
C -2.47 4.98 -0.64 0.0015
F -3.51 5.80 -0.73 0.0000
C -1.20 5.45 -0.95 -0.0007
F -1.02 6.71 -1.37 0.0000
C -0.13 4.58 -0.83 -0.0043
F 1.11 4.99 -1.11 0.0001
C -0.35 3.29 -0.43 0.0233
F 0.73 2.43 -0.35 -0.0022
H -1.86 -3.20 -0.71 0.0048
H -0.89 -2.15 -1.76 -0.0054
H -0.16 -2.87 -0.31 -0.0146
H -2.32 -0.91 1.94 -0.0012
H -2.08 -2.64 1.56 -0.0002
H -0.43 -1.68 3.25 0.0026
H 0.37 -2.31 1.81 -0.0112
H -2.52 -0.55 -1.58 0.0034
H -3.55 -1.33 -0.36 0.0029
H -3.67 1.22 -0.57 -0.0006
H -3.44 0.64 1.07 -0.0006
O -0.13 0.40 -1.79 0.0518
N -0.59 -0.19 -2.91 0.6020
C 0.18 0.00 -4.03 0.0236
C 1.33 0.71 -3.98 0.1418
N 2.26 1.42 -3.77 0.0880
C -0.25 -0.60 -5.24 0.0128
N -0.60 -1.10 -6.21 -0.0222
N 4.44 -0.06 -1.84 0.0018
C 4.08 -1.42 -1.45 -0.0011
C 2.56 -1.62 -1.31 0.0164
N 1.93 -0.66 -0.39 0.0431
H 5.42 -0.01 -2.11 -0.0012
H 4.31 0.59 -1.07 -0.0001
H 3.18 1.11 -3.37 0.0300
H 4.56 -1.70 -0.50 -0.0005
H 4.44 -2.10 -2.22 0.0001
H 2.38 -2.63 -0.95 0.0042
H 2.08 -1.51 -2.28 -0.0060
H 2.17 0.28 -0.70 -0.0099
H 2.31 -0.78 0.54 0.0164

=====

Entry 8:
47
Properties=species:S:1:pos:R:3:lowdin_charge:R:1 method="wB97M-V/def2-TZVPD" e_lumo_ha=-0.0774 homo_energy_ev=-8.55 multiplicity=1 de_lowest_ev=1.377
Au -0.09 -0.88 0.21 1.0232
S -1.76 -4.79 -1.07 0.6143
C -1.42 -3.23 -1.03 -0.9599
N -1.18 -2.05 -1.05 -0.0944
F -1.92 1.17 4.35 0.1540
C -1.10 1.41 3.33 -0.6850
F -0.33 2.46 3.61 0.1420
F -1.83 1.69 2.24 0.1147
S -0.06 -0.06 3.03 0.5080
O 0.60 -0.29 4.28 -0.2532
O 0.83 0.37 1.89 -0.4138
O -1.00 -1.07 2.57 -0.3447
C 0.49 3.34 -2.81 -0.0569
N 0.24 2.64 -1.55 -0.1667
C 1.43 2.11 -0.91 -0.0594
C -1.01 2.20 -1.21 -0.4327
N -1.19 1.08 -0.59 0.0856
N -2.06 3.02 -1.60 -0.1693
C -1.97 4.46 -1.35 -0.0551
C -3.41 2.49 -1.51 -0.0678
H 1.07 2.70 -3.48 0.0907
H 1.06 4.26 -2.64 0.0896
H -0.45 3.58 -3.30 0.0827
H 2.16 2.91 -0.79 0.0919
H 1.89 1.31 -1.51 0.0865
H 1.18 1.73 0.08 0.0466
H -2.15 0.99 -0.28 0.0407
H -0.94 4.76 -1.18 0.0800
H -2.55 4.72 -0.46 0.0918
H -2.36 5.02 -2.19 0.0893
H -3.47 1.51 -1.97 0.0956
H -4.08 3.16 -2.06 0.0897
H -3.77 2.43 -0.48 0.0931
C 1.91 -1.71 -0.05 -0.0539
C 1.96 -3.10 0.39 -0.3084
C 1.82 -4.16 -0.51 -0.0581
C 1.93 -5.47 -0.07 -0.0811
C 2.18 -5.73 1.27 -0.0673
C 2.31 -4.68 2.18 -0.0639
C 2.20 -3.38 1.74 -0.0288
H 2.03 -1.53 -1.12 0.0772
H 2.36 -0.98 0.62 0.0698
H 1.62 -3.95 -1.56 0.1174
H 1.81 -6.28 -0.77 0.1088
H 2.24 -6.76 1.62 0.1080
H 2.50 -4.89 3.23 0.1098
H 2.28 -2.55 2.44 0.1195